Entry 1:
56
Properties=species:S:1:pos:R:3:mulliken_charge:R:1 method="wB97M-V/def2-TZVPD" homo_ev=-3.195 largest_force_ha_per_bohr=0.070 de_lowest_kcal_mol=49.1 orbital_gap_ha=0.2125 charge=-1
O -0.739 -1.803 0.066 -0.38
C -2.012 -2.464 0.372 -0.18
C -1.295 -3.284 1.485 -1.00
H -2.393 -3.029 -0.422 0.27
H -2.667 -1.658 0.712 -0.09
C 0.013 -2.511 1.121 1.89
H -1.231 -4.348 1.292 0.33
H -1.502 -2.982 2.538 0.37
C 1.183 -3.180 0.429 -1.54
H 0.774 -3.760 -0.409 0.32
H 1.698 -3.816 1.159 0.50
H 1.983 -2.382 0.223 0.20
C 0.509 -1.732 2.341 -1.25
H -0.298 -1.505 3.021 0.06
H 1.135 -0.836 2.217 -0.18
H 1.096 -2.398 2.986 0.51
Zn 0.342 2.102 0.339 0.36
C -0.730 2.000 3.216 -0.97
C -0.944 2.849 2.080 -0.41
C -1.914 2.183 1.234 -0.84
H -0.634 3.897 1.995 0.59
C -2.211 0.922 1.831 -0.63
C -1.431 0.794 3.018 -0.86
H -1.442 -0.051 3.696 0.80
H -0.145 2.222 4.101 0.44
H -2.511 2.658 0.451 0.63
H -2.989 0.233 1.521 0.66
C 2.254 3.064 2.623 -1.17
C 2.589 1.823 3.214 -0.40
C 2.898 0.893 2.172 -0.87
H 2.639 1.613 4.280 0.42
C 2.441 1.464 0.937 -0.88
C 2.185 2.881 1.196 0.37
H 2.294 3.686 0.467 0.69
H 2.141 4.022 3.146 0.34
H 3.489 -0.028 2.256 0.46
H 2.421 0.949 -0.035 0.68
O 0.175 -0.887 -2.562 -0.30
C 0.088 -2.303 -3.019 0.01
C -0.479 -2.405 -4.480 -0.53
H -0.556 -2.786 -2.247 -0.13
H 1.076 -2.849 -2.976 0.28
C -0.946 -0.994 -4.802 -0.59
H -1.246 -3.193 -4.621 0.31
H 0.274 -2.693 -5.222 0.21
C -0.455 -0.114 -3.602 -0.20
H -2.024 -1.125 -4.981 0.21
H -0.527 -0.639 -5.745 0.29
H -1.383 0.388 -3.237 0.17
H 0.307 0.613 -3.929 0.25
C -0.159 3.154 -2.296 -0.66
C -0.169 3.680 -0.910 0.63
O -0.504 4.719 -0.401 -0.63
H -0.825 2.262 -2.280 -0.17
H 0.829 2.745 -2.547 0.18
H -0.471 3.937 -3.011 0.43

Entry 2:
56
Properties=species:S:1:pos:R:3:mulliken_charge:R:1 method="wB97M-V/def2-TZVPD" homo_ev="-10.576 / -10.577" largest_force_ha_per_bohr=0.065 de_lowest_kcal_mol=38.6 orbital_gap_ha="0.2433 / 0.2434" charge=+1
O 0.399 -0.252 -3.011 -0.37
C 0.355 0.993 -3.830 -0.38
C 0.339 0.263 -5.152 -0.99
H 1.237 1.614 -3.633 0.20
H -0.566 1.555 -3.602 0.27
C 0.395 -0.998 -4.249 1.36
H 1.177 0.461 -5.821 0.34
H -0.605 0.392 -5.679 0.33
C 1.653 -1.799 -4.442 -1.69
H 2.565 -1.217 -4.291 0.36
H 1.679 -2.158 -5.476 0.42
H 1.622 -2.678 -3.786 0.37
C -0.857 -1.819 -4.469 -1.68
H -1.766 -1.219 -4.302 0.34
H -0.819 -2.715 -3.837 0.38
H -0.857 -2.131 -5.527 0.40
Zr -0.286 -0.513 2.120 -0.31
C -1.954 -0.887 3.844 -0.75
C -1.691 0.519 3.751 -0.26
C -2.097 0.960 2.442 -0.24
H -1.407 1.165 4.575 0.78
C -2.625 -0.181 1.745 -0.79
C -2.533 -1.315 2.605 -0.54
H -2.916 -2.310 2.405 0.52
H -1.827 -1.503 4.732 0.53
H -2.085 1.994 2.094 0.55
H -3.119 -0.151 0.780 0.60
C 0.996 -1.719 3.574 -0.42
C 0.255 -2.698 2.800 -0.62
C 0.733 -2.655 1.453 -0.37
H -0.449 -3.424 3.199 0.59
C 1.780 -1.670 1.386 -0.82
C 1.923 -1.065 2.669 -0.52
H 2.688 -0.339 2.928 0.67
H 0.929 -1.579 4.657 0.56
H 0.474 -3.353 0.668 0.56
H 2.435 -1.500 0.526 0.52
O 1.180 1.303 -0.592 -0.53
C -0.107 0.622 -0.620 1.92
C -1.174 1.595 -1.112 -0.79
H -0.707 0.131 0.304 -1.49
H 0.032 -0.251 -1.271 1.10
C -0.438 2.945 -1.171 -0.59
H -2.073 1.592 -0.473 0.46
H -1.445 1.269 -2.111 0.23
C 0.864 2.721 -0.385 -0.34
H -1.060 3.788 -0.839 0.45
H -0.216 3.099 -2.245 0.15
H 0.736 2.934 0.694 0.11
H 1.707 3.314 -0.757 0.45
C 1.338 1.298 4.871 -1.41
C 0.892 1.421 3.451 0.95
O 0.967 2.385 2.735 -0.60
H 0.708 0.546 5.361 0.32
H 1.235 2.255 5.408 0.39
H 2.385 0.967 4.907 0.30

Entry 3:
64
Properties=species:S:1:pos:R:3:mulliken_charge:R:1 method="wB97M-V/def2-TZVPD" multiplicity=3 homo_ev="-1.729 / -3.416" largest_force_ha_per_bohr=0.014 de_lowest_kcal_mol=64.2 orbital_gap_ha="0.1572 / 0.2190" charge=-1
Ni 0.305 0.090 -0.281 -0.23
N -0.417 1.775 -4.123 -0.52
C -0.266 1.410 -2.778 0.43
S 1.217 0.580 -2.380 -0.63
N -1.230 1.760 -1.998 -1.01
N -1.067 1.479 -0.639 0.86
C -2.039 2.028 0.080 -0.60
C -2.153 2.126 1.480 0.41
C -3.303 2.795 2.013 -0.77
C -3.430 3.015 3.350 -0.43
C -2.398 2.582 4.223 -0.72
C -1.342 1.907 3.642 -0.03
N -1.195 1.633 2.348 -0.04
H 0.055 1.147 -4.753 0.23
H -1.381 1.956 -4.362 0.24
H -2.819 2.521 -0.496 0.27
H -4.067 3.136 1.324 0.33
H -4.303 3.527 3.739 0.38
H -2.431 2.757 5.289 0.41
H -0.536 1.542 4.284 0.13
C 0.302 -3.342 -2.662 -1.84
C 0.498 -2.805 -1.268 0.79
O -0.288 -1.993 -0.819 -0.34
C 1.641 -3.304 -0.452 0.88
C 2.115 -4.597 -0.673 -0.71
C 3.099 -5.159 0.120 -0.79
C 3.650 -4.396 1.142 -0.74
C 3.219 -3.100 1.361 -0.43
C 2.204 -2.536 0.586 0.28
O 1.878 -1.244 0.755 -0.81
H -0.380 -2.673 -3.180 0.34
H -0.134 -4.344 -2.624 0.41
H 1.247 -3.398 -3.202 0.42
H 1.685 -5.182 -1.476 0.34
H 3.439 -6.170 -0.061 0.38
H 4.436 -4.808 1.764 0.41
H 3.680 -2.491 2.126 0.60
C 1.301 0.012 5.507 -1.44
Si 2.031 -1.003 4.106 0.99
C 3.809 -0.403 3.857 -1.43
C 2.050 -2.809 4.648 -1.20
As 0.896 -0.296 2.112 0.59
Si -1.047 -1.727 2.385 1.14
C -1.626 -1.499 4.165 -1.22
C -2.518 -1.333 1.305 -1.24
C -0.634 -3.556 2.217 -1.03
H 1.908 -0.137 6.406 0.44
H 0.272 -0.265 5.740 0.36
H 1.317 1.077 5.266 0.34
H 4.536 -1.105 4.274 0.40
H 3.937 0.557 4.361 0.34
H 4.051 -0.247 2.804 0.38
H 2.884 -2.959 5.341 0.44
H 2.173 -3.508 3.823 0.32
H 1.127 -3.061 5.173 0.28
H -1.752 -0.448 4.425 0.23
H -0.964 -1.971 4.893 0.26
H -2.609 -1.973 4.247 0.42
H -3.066 -0.489 1.724 0.31
H -3.169 -2.214 1.308 0.49
H -2.265 -1.093 0.275 0.14
H 0.284 -3.837 2.736 0.12
H -0.545 -3.861 1.180 0.22
H -1.460 -4.117 2.665 0.46

Entry 4:
78
Properties=species:S:1:pos:R:3:mulliken_charge:R:1 method="wB97M-V/def2-TZVPD" homo_ev=-4.595 largest_force_ha_per_bohr=0.040 orbital_gap_ha=0.2281 charge=-1
C 1.913 -3.615 4.239 -1.40
C 0.922 -2.625 3.573 0.43
C 0.672 -3.012 2.125 -1.04
N 0.035 -1.950 1.361 -0.47
B -1.397 -1.629 1.785 1.16
C -2.422 -2.936 1.915 -0.86
O -2.743 -3.247 3.310 -0.16
N -4.089 -3.199 3.511 0.08
O -4.424 -3.903 4.402 -0.45
O -1.994 -0.843 0.625 -0.77
C -2.691 0.221 1.208 -1.00
C -3.134 1.342 0.270 -0.72
C -4.665 1.550 0.307 -0.62
N -5.029 2.939 0.694 -0.74
C -1.759 0.605 2.404 2.65
C -2.464 1.609 3.339 -0.13
C -2.929 1.058 4.693 0.22
C -1.829 1.036 5.741 -1.37
F -3.580 -0.155 4.609 -0.30
C -0.385 1.128 1.998 -0.71
C 0.545 1.583 2.934 -0.42
C 1.756 2.031 2.513 -0.58
N 2.227 2.079 1.255 -0.51
C 1.312 1.648 0.382 -0.96
C 0.028 1.189 0.673 0.38
O -1.498 -0.675 2.919 -0.20
H 2.533 -3.129 4.990 0.38
H 2.564 -4.028 3.464 0.32
H 1.347 -4.449 4.653 0.31
H -0.007 -2.650 4.146 0.10
H 1.325 -1.615 3.653 0.04
H 1.667 -3.176 1.684 0.51
H 0.164 -3.990 2.052 0.13
H 0.100 -2.131 0.368 0.20
H -2.016 -3.818 1.411 0.33
H -3.342 -2.683 1.387 0.23
H -3.534 -0.275 1.721 0.66
H -2.705 2.307 0.547 0.39
H -2.859 1.121 -0.761 0.09
H -5.157 0.859 0.998 0.34
H -5.113 1.384 -0.674 0.47
H -4.825 3.069 1.680 0.23
H -6.041 3.007 0.639 0.25
H -1.774 2.423 3.563 0.71
H -3.328 2.069 2.858 -0.78
H -3.672 1.773 5.073 0.45
H -1.545 2.077 5.912 0.39
H -0.971 0.446 5.427 0.17
H -2.255 0.690 6.683 0.43
H 0.311 1.580 3.990 0.17
H 2.441 2.400 3.277 0.39
H 1.667 1.668 -0.665 0.46
H -0.640 0.856 -0.088 0.20
C -0.468 1.637 -3.744 -0.08
Cl 0.794 1.112 -4.871 -0.06
Cl -1.922 0.653 -3.943 -0.15
Cl 0.110 1.569 -2.081 -0.11
H -0.718 2.664 -3.977 0.31
C 2.401 3.198 -8.251 -0.03
Cl 2.578 3.943 -6.664 -0.10
Cl 3.055 1.557 -8.252 -0.09
Cl 0.709 3.191 -8.753 -0.12
H 2.963 3.784 -8.965 0.34
C 3.497 -1.613 -6.052 0.51
Cl 4.755 -2.131 -7.181 -0.13
Cl 2.045 -2.599 -6.247 -0.12
Cl 4.082 -1.688 -4.391 -0.12
H 3.242 -0.586 -6.276 -0.16
C 4.675 4.882 1.425 0.43
Cl 6.416 4.578 1.442 -0.14
Cl 4.098 5.302 3.036 -0.14
Cl 4.279 6.155 0.266 -0.15
H 4.171 3.970 1.117 -0.01
C 4.458 -5.614 -9.722 0.00
Cl 6.208 -5.837 -9.640 -0.13
Cl 3.789 -5.320 -8.121 -0.06
Cl 4.051 -4.294 -10.822 -0.12
H 4.021 -6.524 -10.112 0.32

Entry 5:
66
Properties=species:S:1:pos:R:3:mulliken_charge:R:1 method="wB97M-V/def2-TZVPD" homo_ev=-10.654 largest_force_ha_per_bohr=0.061 orbital_gap_ha=0.2998 charge=+1
O 0.561 6.879 -0.148 -0.66
O 2.434 4.394 -3.669 -0.68
Cl -3.864 -5.337 5.830 -0.21
N 0.303 -2.727 -0.966 -0.48
N -0.414 -3.823 -0.559 -0.61
O -3.789 -4.262 -0.011 -0.33
S 0.022 -0.477 -2.427 -0.21
C 1.510 6.116 -0.176 0.71
C 3.161 4.100 -2.732 -0.15
C -0.492 -1.983 -1.689 0.39
C -1.638 -3.721 -1.028 1.11
C -4.610 -1.059 -0.560 -0.83
C -3.463 -0.887 -1.300 0.28
C 2.002 -0.609 1.382 0.76
C -4.949 -4.535 3.452 -0.53
C -2.642 -5.237 3.401 -0.90
C -4.901 -4.290 2.074 -0.38
C -2.592 -4.985 2.026 -0.12
C -3.818 -5.015 4.117 0.25
C -3.731 -4.518 1.340 0.57
N 2.479 -0.127 2.497 -0.32
N 4.419 3.717 -2.962 -0.13
N -1.747 -2.537 -1.730 0.21
N 1.268 0.114 0.557 0.47
N 1.619 5.208 -1.149 -0.11
N 2.259 -1.853 1.100 -0.23
C 2.564 6.195 0.912 -1.00
C -2.732 -4.750 -0.860 -1.44
C 5.429 3.301 -1.987 -0.77
C -2.973 -1.927 -2.272 -1.05
C 0.644 1.427 0.816 -1.53
C 1.552 2.627 0.513 -0.03
C 1.924 2.765 -0.974 -0.54
C 2.602 4.114 -1.300 -0.23
H -0.867 -0.520 -3.441 0.18
H -4.956 -0.298 0.134 0.28
H -5.209 -1.963 -0.636 0.23
H -2.903 0.036 -1.186 0.31
H -5.865 -4.362 4.010 0.39
H -1.766 -5.609 3.924 0.39
H -5.786 -3.927 1.559 0.38
H -1.652 -5.159 1.518 0.36
H 2.267 0.822 2.743 0.17
H 3.014 -0.709 3.115 0.21
H 4.686 3.746 -3.935 0.30
H 0.999 -0.347 -0.301 -0.30
H 0.938 5.311 -1.891 0.25
H 1.775 -2.297 0.324 0.20
H 2.799 -2.425 1.720 0.22
H 2.239 6.922 1.656 0.32
H 2.693 5.228 1.388 0.25
H 3.501 6.531 0.472 0.31
H -2.314 -5.693 -0.494 0.45
H -3.157 -4.963 -1.844 0.46
H 6.317 2.941 -2.511 0.34
H 5.047 2.494 -1.360 0.20
H 5.718 4.148 -1.361 0.29
H -3.742 -2.691 -2.430 0.41
H -2.776 -1.468 -3.246 0.36
H 0.329 1.481 1.861 0.53
H -0.258 1.517 0.206 0.31
H 2.464 2.554 1.107 0.23
H 1.010 3.516 0.832 0.35
H 1.021 2.669 -1.582 0.31
H 2.597 1.949 -1.242 0.30
H 3.440 4.269 -0.625 0.70

Entry 6:
59
Properties=species:S:1:pos:R:3:mulliken_charge:R:1 method="wB97M-V/def2-TZVPD" homo_ev=-8.529 largest_force_ha_per_bohr=0.385 de_lowest_kcal_mol=534.9 orbital_gap_ha=0.3161 charge=0
C 5.052 2.329 1.987 -1.30
C 5.718 1.586 0.682 -0.51
O 4.885 0.673 0.156 -0.41
C 3.601 1.015 -0.462 -1.54
C 2.907 -0.303 -1.300 -0.91
H 3.531 -0.629 -1.818 1.47
H 2.565 -1.025 -0.245 -0.17
C 1.586 0.327 -1.998 -1.20
N 0.541 0.821 -1.068 0.54
C 0.376 2.056 -0.804 0.79
O 0.833 3.198 -1.380 -0.79
C -0.844 2.464 0.157 -0.58
N -1.720 1.143 0.126 0.28
C -2.696 1.454 1.357 0.03
C -3.423 -0.026 1.252 -1.81
H -3.237 -0.574 2.425 0.17
H -4.461 -0.032 1.427 0.69
C -3.094 -0.957 0.260 0.85
C -1.578 -1.438 0.213 -0.34
C -1.373 -2.460 -0.548 0.66
C -0.162 -3.148 -0.742 -0.83
C 0.697 -2.733 0.487 0.62
C 0.472 -1.763 1.350 -0.79
C -0.815 -1.200 1.441 -0.59
H -0.972 -0.350 1.786 0.75
H 1.285 -1.624 2.050 0.43
O 2.069 -3.558 0.440 -0.32
C 2.504 -4.158 -0.547 -1.12
H 2.388 -3.930 -1.413 0.57
H 1.866 -5.250 -0.424 0.26
H 3.494 -4.484 -0.291 0.27
H 0.067 -3.910 -1.531 0.43
H -2.035 -2.742 -1.399 0.33
O -3.980 -2.130 0.099 -0.58
H -4.892 -1.730 0.056 0.49
C -3.127 0.136 -1.081 -1.57
H -2.608 -0.575 -2.089 0.38
C -2.605 1.372 -0.669 0.00
H -2.046 1.682 -1.801 0.20
C -3.819 2.526 -0.524 -1.50
H -4.590 2.018 -0.859 0.52
H -3.586 3.431 -0.826 0.54
C -3.805 2.436 0.943 -0.97
H -4.744 2.187 1.372 0.47
H -3.443 3.506 1.184 0.28
H -4.065 -0.080 -1.422 0.53
H -2.145 1.481 2.313 0.58
H -0.118 2.212 1.276 0.12
H -1.106 3.472 -0.017 0.36
H -0.031 0.198 -0.343 -0.28
H 1.224 -0.490 -2.485 0.42
H 1.860 1.167 -2.618 0.61
H 3.042 1.527 0.210 0.67
H 3.851 1.759 -1.060 0.80
H 5.908 2.255 0.006 0.49
H 6.530 1.174 1.170 0.36
H 5.742 2.920 2.248 0.60
H 4.061 2.941 1.682 0.21
H 4.729 1.706 2.682 0.37

Entry 7:
60
Properties=species:S:1:pos:R:3:mulliken_charge:R:1 method="wB97M-V/def2-TZVPD" smiles="CCC[C@@H](C)NC(=O)CSc1ccccc1C(=O)OCC(=O)N[C@@H](C)CCC" homo_ev=-8.852 largest_force_ha_per_bohr=0.015 de_lowest_kcal_mol=2.8 orbital_gap_ha=0.3293 charge=0
C -2.228 -3.249 3.204 -1.57
C -2.058 -1.801 2.759 0.42
C -3.402 -1.188 2.365 -0.98
C -3.312 0.198 1.714 0.02
C -2.515 1.203 2.545 -1.34
N -2.751 0.089 0.382 0.20
C -3.324 0.659 -0.686 0.78
O -4.366 1.281 -0.662 -0.71
C -2.591 0.446 -2.009 -1.05
S -0.781 0.534 -1.854 0.10
C -0.624 1.964 -0.812 0.77
C -1.276 3.143 -1.145 -0.69
C -1.113 4.271 -0.363 -0.70
C -0.270 4.244 0.738 -0.76
C 0.393 3.078 1.069 -0.50
C 0.207 1.924 0.311 -0.09
C 0.830 0.654 0.750 0.43
O 0.280 -0.429 0.695 -0.47
O 2.044 0.838 1.253 -0.36
C 2.764 -0.305 1.712 -0.54
C 3.537 -0.958 0.547 0.67
O 4.746 -0.932 0.490 -0.67
N 2.733 -1.530 -0.360 0.19
C 3.197 -2.035 -1.638 -0.15
C 2.782 -3.496 -1.789 -1.66
C 2.626 -1.170 -2.767 -0.53
C 3.088 0.283 -2.685 0.04
C 2.509 1.117 -3.821 -1.39
H -2.632 -3.854 2.395 0.36
H -1.272 -3.673 3.503 0.40
H -2.910 -3.311 4.049 0.38
H -1.366 -1.765 1.916 -0.09
H -1.619 -1.228 3.577 0.24
H -3.907 -1.856 1.664 0.30
H -4.031 -1.109 3.254 0.45
H -4.328 0.585 1.572 0.45
H -1.470 0.909 2.603 0.17
H -2.921 1.262 3.551 0.45
H -2.570 2.188 2.087 0.35
H -1.834 -0.335 0.303 0.02
H -2.796 -0.559 -2.381 0.54
H -2.949 1.169 -2.742 0.35
H -1.911 3.179 -2.016 0.43
H -1.637 5.178 -0.623 0.44
H -0.133 5.130 1.338 0.41
H 1.042 3.038 1.929 0.50
H 3.476 0.065 2.450 0.36
H 2.072 -1.026 2.161 0.27
H 1.730 -1.509 -0.225 0.15
H 4.288 -1.954 -1.620 0.50
H 3.161 -3.898 -2.725 0.44
H 3.182 -4.088 -0.969 0.41
H 1.698 -3.581 -1.788 0.31
H 2.937 -1.595 -3.723 0.51
H 1.534 -1.201 -2.724 0.05
H 4.179 0.319 -2.718 0.45
H 2.774 0.714 -1.731 -0.06
H 2.840 2.149 -3.744 0.38
H 2.826 0.724 -4.784 0.43
H 1.422 1.099 -3.783 0.21

Entry 8:
60
Properties=species:S:1:pos:R:3:mulliken_charge:R:1 method="wB97M-V/def2-TZVPD" smiles="CCCCCOc1ccc(C(=O)NCCC(=O)NCCCC(=O)OCC)cc1" homo_ev=-8.579 largest_force_ha_per_bohr=0.013 de_lowest_kcal_mol=14.5 orbital_gap_ha=0.3387 charge=0
C -1.679 -2.462 7.968 -1.36
C -0.872 -1.405 7.224 -0.20
C -0.274 -1.963 5.934 -0.72
C 0.644 -0.979 5.212 -0.35
C -0.105 0.237 4.660 -0.71
O 0.729 1.076 3.887 -0.44
C 1.077 0.717 2.625 0.88
C 0.592 -0.388 1.929 -0.26
C 0.998 -0.628 0.629 -0.57
C 1.900 0.219 -0.003 0.66
C 2.369 0.024 -1.403 -0.51
O 3.447 0.446 -1.792 -0.65
N 1.498 -0.615 -2.218 0.18
C 1.758 -0.762 -3.632 -0.78
C 1.805 0.585 -4.384 -0.76
C 0.563 1.396 -4.075 0.57
O -0.444 1.367 -4.760 -0.70
N 0.670 2.134 -2.950 0.00
C -0.419 2.890 -2.371 -1.18
C -1.325 2.025 -1.484 0.22
C -2.299 1.171 -2.309 -0.61
C -2.281 -0.286 -1.945 0.50
O -1.319 -0.888 -1.524 -0.61
O -3.462 -0.854 -2.169 -0.41
C -3.567 -2.267 -1.977 -0.21
C -3.074 -3.028 -3.200 -1.01
C 2.403 1.311 0.706 -0.70
C 1.994 1.563 1.994 -0.76
H -2.100 -2.049 8.882 0.37
H -2.496 -2.825 7.348 0.34
H -1.049 -3.308 8.233 0.34
H -0.065 -1.045 7.867 0.28
H -1.519 -0.557 6.995 0.27
H -1.083 -2.266 5.263 0.28
H 0.304 -2.858 6.176 0.39
H 1.423 -0.630 5.892 0.31
H 1.138 -1.491 4.382 0.33
H -0.983 -0.079 4.082 0.32
H -0.444 0.877 5.478 0.32
H -0.106 -1.072 2.386 0.43
H 0.613 -1.497 0.118 0.46
H 0.549 -0.767 -1.900 0.17
H 2.728 -1.253 -3.758 0.33
H 0.975 -1.395 -4.051 0.38
H 1.846 0.386 -5.454 0.41
H 2.699 1.126 -4.077 0.38
H 1.513 2.052 -2.404 0.23
H -1.004 3.319 -3.190 0.36
H 0.014 3.701 -1.782 0.45
H -0.697 1.374 -0.871 -0.25
H -1.885 2.676 -0.811 0.46
H -3.324 1.534 -2.246 0.40
H -2.003 1.208 -3.365 0.31
H -4.628 -2.450 -1.800 0.33
H -2.987 -2.549 -1.092 0.26
H -3.225 -4.093 -3.052 0.37
H -2.014 -2.841 -3.354 0.21
H -3.619 -2.709 -4.084 0.32
H 3.123 1.954 0.223 0.47
H 2.370 2.410 2.546 0.46

We obtain DFT total energy values of -76834.8656; -29693.5672; -160826.1724; -227676.7537; -63712.1661; -33444.7010; -44303.9422; -35516.0188 eV for the records listed above, in that order.